The following is a DFT calculation (ωB97M-V/def2-TZVPD) of an isolated ion of composition C6H8N and charge +1 in a non-equilibrium geometry.

Last column: Löwdin charge in e.
Cartesian coordinates (Å):
C 1.127227 -1.280077 -0.151660  -0.046
C 1.018535 0.061833 0.542124  -0.194
C 0.366870 1.168380 -0.422000  -0.031
C -1.011949 0.635921 -0.298592  -0.215
C -2.009998 -0.712977 0.555428  0.176
N -1.250789 -0.615361 -0.585299  0.175
C -2.336408 0.629004 0.208384  0.203
H 0.188738 -1.566209 -0.543400  0.051
H 1.908067 -1.352405 -0.852268  0.093
H 1.374575 -1.905022 0.693443  0.105
H 2.002214 0.513080 0.638326  0.121
H 0.575631 0.107151 1.600075  0.154
H 0.537831 2.207105 -0.074936  0.148
H 0.718832 0.936874 -1.390123  0.126
H -3.209374 1.172700 0.080495  0.135

Force components x, y, z for each atom (eV/Å):
0.414 0.792 3.050
0.943 2.051 0.305
-1.505 -0.163 2.686
1.578 3.822 -0.134
-0.369 -1.677 2.198
-2.799 -2.093 -2.293
2.566 -0.452 -0.691
-0.708 -1.090 -0.702
0.744 0.193 -1.152
-0.060 -0.962 -0.113
0.325 -0.302 0.430
0.347 -0.410 -1.627
-0.305 -0.740 -0.402
0.378 0.069 -1.204
-1.550 0.963 -0.353

Calculated values
charge: +1
structure (SMILES): CCC[C@]12C3=[N+]1[C@@H]32
energy above the lowest of the compared OMol25 structures with the same formula, charge and spin: 8.3298 eV
HOMO level: -0.56697 hartree
lowest unoccupied orbital energy: -6.62 eV
DFT total energy: -7827.3585 eV
maximum force: 0.0813 Eh/bohr
frontier orbital gap: 8.81 eV